A 2-piece molecular cluster, C4H11N3 overall in a non-equilibrium geometry. Source: OMol25; level of theory: ωB97M-V/def2-TZVPD.

Its relative energy (zero: lowest compared OMol25 entry of this formula, charge and spin) is 94.64 kcal per mole. For the gap between HOMO and LUMO, the calculation gives 8.48 eV. Its LUMO energy is 0.954 eV. As for the maximum force: 3.47 eV/A.

Element x y z (Å)
H (-1.78195, -0.84103, -2.31776)
H (-0.33706, -1.57963, 0.10218)
H (1.70072, 2.55494, -1.31735)
N (1.38371, 2.12718, -0.45193)
H (-0.32221, 0.09830, 2.07107)
C (-2.00791, 0.33488, -0.61660)
C (-1.36069, -0.59941, -1.34523)
H (2.33832, -0.33646, 0.93027)
N (-0.63230, -1.68568, -0.86473)
H (-1.59471, 1.08017, 0.03943)
H (1.02124, 0.14773, -1.08918)
H (0.76356, -1.06240, 2.46842)
H (1.80857, 1.10625, 1.78339)
C (1.12891, 0.89844, -0.30271)
N (0.41500, -0.49418, 1.70457)
H (-0.95174, -2.61412, -1.09440)
C (1.47186, 0.30702, 1.11066)
H (-3.04334, 0.55800, -0.81010)

Results of the natural (NBO) charge analysis, in e, for atoms 1 through 5: H 0.17; H 0.41; H 0.36; N -0.65; H 0.37